{
  "formula": "C23H50B2BrF4N6O5",
  "method": "ωB97M-V/def2-TZVPD",
  "elements": ["C", "C", "C", "C", "N", "C", "C", "O", "C", "N", "C", "N", "C", "C", "F", "C", "B", "O", "N", "C", "C", "C", "C", "C", "C", "C", "B", "O", "O", "C", "F", "F", "F", "N", "Br", "H", "H", "H", "H", "H", "H", "H", "H", "H", "H", "H", "H", "H", "H", "H", "H", "H", "H", "H", "H", "H", "H", "H", "H", "H", "H", "H", "H", "H", "H", "H", "H", "H", "H", "H", "H", "H", "H", "H", "C", "C", "C", "O", "C", "N", "H", "H", "H", "H", "H", "H", "H", "H", "H", "H", "H"],
  "coordinates": [[4.951, -0.627, -0.936], [4.734, 0.052, 0.427], [3.676, 1.185, 0.565], [2.664, 0.991, 1.700], [3.066, 1.707, -0.687], [3.924, 2.661, -1.417], [4.103, 2.362, -2.923], [3.718, 3.480, -3.709], [5.569, 2.046, -3.248], [6.484, 3.167, -3.085], [1.848, 1.415, -1.141], [1.053, 0.369, -0.772], [1.496, -1.005, -0.649], [1.673, -1.767, -1.957], [2.352, -2.942, -1.644], [-0.351, 0.618, -1.259], [-1.338, -0.651, -1.523], [-2.071, -0.654, -2.684], [-1.565, -1.701, -0.517], [-1.181, -3.041, -0.999], [-2.989, -1.658, -0.102], [-1.141, 1.296, -0.046], [-0.962, 2.788, 0.218], [-0.861, 0.588, 1.304], [-2.120, 0.499, 2.197], [-0.014, 1.498, -2.522], [0.559, 0.699, -3.868], [1.469, 1.411, -4.594], [0.184, -0.561, -4.296], [-1.151, 2.335, -3.190], [-0.675, 3.467, -3.763], [-1.676, 1.590, -4.199], [-2.187, 2.671, -2.380], [1.227, 2.224, -2.058], [1.254, 4.089, -1.812], [4.320, -0.225, -1.725], [5.986, -0.503, -1.253], [4.800, -1.701, -0.861], [4.471, -0.710, 1.163], [5.695, 0.447, 0.757], [4.263, 2.036, 0.911], [2.424, -0.051, 1.901], [1.759, 1.556, 1.498], [3.090, 1.406, 2.614], [4.904, 2.582, -0.948], [3.581, 3.679, -1.260], [3.506, 1.485, -3.192], [2.894, 3.284, -4.158], [5.915, 1.212, -2.638], [5.593, 1.756, -4.298], [6.593, 3.690, -3.937], [6.234, 3.801, -2.343], [2.436, -1.085, -0.109], [0.794, -1.555, -0.021], [0.728, -2.058, -2.414], [2.249, -1.202, -2.696], [-1.798, -1.301, -3.332], [-0.946, -3.078, -2.067], [-0.298, -3.416, -0.475], [-1.977, -3.760, -0.812], [-3.475, -0.727, -0.400], [-3.080, -1.768, 0.979], [-3.566, -2.455, -0.577], [-2.211, 1.150, -0.233], [0.055, 3.012, 0.549], [-1.212, 3.451, -0.596], [-1.614, 3.050, 1.055], [-0.146, 1.200, 1.849], [-0.484, -0.415, 1.151], [-2.192, -0.476, 2.677], [-3.043, 0.629, 1.634], [-2.100, 1.239, 2.995], [1.910, 0.842, -5.233], [-0.463, -0.528, -5.004], [-5.408, -2.930, 3.347], [-4.382, -2.899, 4.476], [-4.935, -3.336, 5.838], [-5.745, -2.378, 6.482], [-7.096, -2.330, 6.061], [-3.768, -1.567, 4.529], [-6.077, -2.070, 3.387], [-4.903, -2.901, 2.381], [-6.013, -3.837, 3.384], [-3.594, -3.614, 4.222], [-4.088, -3.494, 6.511], [-5.468, -4.293, 5.756], [-7.469, -3.328, 5.811], [-7.235, -1.668, 5.202], [-7.679, -1.936, 6.891], [-3.006, -1.581, 5.201], [-4.449, -0.932, 4.937]],
  "atomic_forces_ev_per_a": [[0.2961, -0.0367, 0.1870], [-0.1553, -0.3229, -0.0692], [0.2115, 0.4686, 0.5987], [0.1148, 0.0046, -0.0696], [-0.2634, -0.5679, -0.2575], [0.4948, -0.2424, -0.1528], [0.1581, 0.1035, -0.1404], [0.1832, -0.1660, 0.0604], [-0.0617, 0.5445, -0.1196], [0.1686, -0.3480, 0.0117], [-0.0236, 0.2172, 0.5512], [0.0352, 0.3271, -1.0807], [0.5236, -0.6306, 0.6808], [0.0341, -0.1590, 0.0503], [-0.1433, 0.3746, -0.1155], [-0.2411, 0.5601, 0.2746], [0.2410, -0.4986, 0.1469], [0.0770, 0.6557, 0.2188], [-0.1050, 0.0190, -0.5406], [0.2681, -0.1198, 0.3800], [-0.0711, -0.1531, 0.0234], [-0.1366, 0.0263, -0.0809], [0.1202, 0.0399, 0.2318], [-0.5514, 0.0992, 0.0310], [0.1914, -0.1357, 0.0282], [0.2023, -0.5464, -0.3500], [-0.2316, 0.1783, -0.1278], [0.0280, -0.1913, 0.6133], [0.1116, 0.1196, 0.4498], [-0.2879, 0.5021, 0.3049], [-0.5008, -0.8261, 0.2857], [0.1503, 0.4397, 0.3207], [0.8701, -0.3183, -0.8077], [-0.5672, 0.4967, 0.4158], [-0.2013, -0.1398, 0.0829], [-0.1228, -0.0484, -0.0504], [-0.0801, 0.0627, -0.0766], [-0.2267, -0.0444, -0.1074], [0.0142, 0.0147, -0.0066], [-0.0978, 0.0744, 0.0713], [-0.1602, 0.1936, -0.2747], [-0.1793, -0.0020, -0.1159], [-0.0251, -0.0632, 0.0781], [0.0391, -0.1352, -0.0001], [-0.0506, -0.0760, 0.1127], [0.1270, -0.0611, -0.0741], [-0.0094, 0.0288, 0.0655], [-0.2207, -0.0840, -0.0500], [-0.1012, -0.1169, -0.0459], [0.1261, -0.1916, 0.0416], [-0.1341, 0.1888, -0.0486], [-0.0305, 0.0930, 0.0629], [0.1846, 0.3323, -0.1108], [-0.1548, 0.2324, -0.0873], [0.1161, 0.1029, -0.0296], [0.1716, -0.0451, 0.0796], [-0.2064, -0.3220, -0.1482], [-0.1857, -0.0437, -0.0944], [0.0150, 0.0205, -0.0199], [-0.0423, 0.0250, -0.0447], [0.0638, 0.0658, 0.1193], [0.0090, 0.0375, -0.0067], [0.0196, 0.0182, -0.0641], [0.0102, 0.0061, -0.2855], [0.0412, -0.0222, -0.0320], [-0.0490, 0.0311, -0.1170], [0.0035, -0.0293, -0.0218], [0.2872, -0.2672, -0.0696], [0.1694, 0.0598, 0.0649], [-0.0166, 0.0812, 0.0683], [-0.0509, 0.0780, -0.0156], [-0.0704, 0.0816, -0.0296], [-0.0919, 0.0499, -0.4415], [-0.0329, -0.0620, -0.3156], [0.0173, -0.0405, -0.0429], [-0.1151, 0.1038, -0.0622], [0.0984, -0.1024, 0.0677], [-0.0393, 0.0783, -0.0596], [0.0050, 0.0249, 0.0892], [0.0577, -0.1143, 0.0811], [-0.0128, 0.0043, 0.0430], [0.0108, 0.0344, -0.0029], [-0.0054, 0.0009, 0.0066], [0.0173, -0.0304, 0.0506], [-0.0093, 0.0151, 0.0226], [-0.0187, 0.0156, -0.0679], [-0.0070, -0.0075, -0.0246], [-0.0091, -0.0505, -0.0350], [0.0063, -0.0045, 0.0110], [0.0347, -0.0048, -0.0350], [-0.0282, 0.0395, -0.0569]],
  "mulliken_charge": [-1.101, -0.984, -0.193, -1.236, 0.956, -1.944, 1.676, -0.676, -0.903, -0.572, -1.658, 1.641, -0.946, -0.177, -0.451, 0.975, 0.340, -0.443, 0.139, -0.979, -1.335, -0.342, -1.705, -0.350, -2.018, -0.118, 0.362, -0.661, -0.681, 0.409, -0.282, -0.215, -0.250, 0.138, 0.104, 0.119, 0.332, 0.389, 0.450, 0.461, 1.069, 0.343, -0.094, 0.546, 0.916, 0.188, -0.284, 0.401, 0.026, 0.524, 0.320, 0.240, 0.275, 0.866, 0.043, 0.243, 0.354, 0.348, 0.314, 0.409, 0.394, 0.297, 0.494, 0.612, 0.218, 0.296, 0.534, 0.825, 0.072, 0.441, 0.348, 0.434, 0.296, 0.382, -1.213, 0.267, -0.794, -0.382, -0.631, -0.462, 0.299, 0.129, 0.377, 0.356, 0.361, 0.426, 0.298, 0.225, 0.260, 0.271, 0.251],
  "homo_energy_ev": -10.95,
  "energy_ha": -4634.12339,
  "largest_force_ev_per_a": 1.2,
  "charge": 1
}